14
Properties=species:S:1:pos:R:3:forces:R:3:mulliken_charge:R:1 method="wB97M-V/def2-TZVPD" de_lowest_ev=3.6187 spin_multiplicity=1 total_charge=+1 lumo_ha=-0.1551 smiles="[H]/N=N/[C@@H]1C[N@H+]1C" homo_energy_ev=-14.20
H -1.769 -3.282 0.064 -0.052 0.318 0.226 0.293
N -0.910 -2.783 -0.199 0.829 0.825 -0.249 -0.549
N -0.931 -1.629 0.250 -1.475 -1.031 0.528 0.019
C 0.174 -0.826 -0.043 0.507 1.762 -0.123 0.229
C 0.717 0.037 1.041 0.354 -0.669 0.449 -0.472
N -0.213 0.721 0.157 -0.199 -1.673 -0.285 -0.073
C 0.214 1.732 -0.788 0.326 0.747 -0.600 -0.807
H 0.772 -1.004 -0.934 -0.117 0.076 0.028 0.421
H 0.381 -0.138 2.056 -0.149 0.073 -0.091 0.299
H 1.751 0.352 0.967 -0.099 0.078 -0.121 0.281
H -1.162 0.836 0.513 0.119 -0.223 0.047 0.353
H 1.190 1.477 -1.197 -0.037 -0.069 0.069 0.342
H -0.504 1.811 -1.604 0.008 -0.096 0.103 0.326
H 0.289 2.696 -0.281 -0.014 -0.118 0.019 0.338



21
Properties=species:S:1:pos:R:3:forces:R:3:mulliken_charge:R:1 method="wB97M-V/def2-TZVPD" de_lowest_ev=4.9599 spin_multiplicity=1 total_charge=+1 lumo_ha=-0.1610 smiles="N[C@H]1[C@@H]2C=C[C@@H]3[N@H+]1[C@]3([N+](=O)[O-])N2" homo_energy_ev=-14.55
N 1.508 1.548 -0.908 -2.204 -1.052 0.802 -0.560
C 1.217 0.585 0.123 1.203 0.151 2.186 -0.099
C -0.049 0.961 1.117 1.346 0.217 -2.055 0.158
C -0.371 -0.160 2.092 1.329 -0.484 -0.906 -0.779
C -0.461 -1.429 1.634 -0.814 3.544 -0.917 -0.865
C -0.330 -1.459 0.178 -0.298 -4.236 -1.832 0.383
N 0.616 -0.605 -0.522 1.578 1.343 1.080 -0.056
C -0.745 -0.402 -0.780 -0.662 4.181 2.721 -0.170
N -1.154 -0.569 -2.153 -0.427 -0.085 0.353 1.062
O -0.348 -1.048 -2.898 0.851 -0.504 -0.701 -0.567
O -2.267 -0.228 -2.381 -1.406 0.438 -0.426 -0.518
N -1.046 1.090 0.023 0.495 -4.231 -2.454 -0.436
H 2.434 1.806 -0.821 2.483 0.536 -0.119 0.279
H 0.993 2.368 -0.674 -0.762 0.815 -0.522 0.241
H 2.238 0.262 0.567 -2.092 0.258 -0.029 0.371
H 0.100 2.015 1.439 -0.048 -1.048 0.647 0.450
H -0.313 0.083 3.104 -0.531 0.286 1.621 0.467
H -0.971 -2.233 2.081 0.186 -1.020 0.918 0.491
H -0.294 -2.509 -0.276 -0.122 1.555 0.527 0.447
H 1.217 -0.891 -1.242 0.643 -1.286 -1.636 0.392
H -1.974 0.814 0.296 -0.750 0.621 0.740 0.307



50
Properties=species:S:1:pos:R:3:forces:R:3:mulliken_charge:R:1 method="wB97M-V/def2-TZVPD" de_lowest_ev=0.0000 s2=8.78 spin_multiplicity=6 total_charge=+1 lumo_ha="-0.1081 / -0.2346" homo_energy_ev="-10.88 / -12.32"
C -0.988 -1.573 3.992 0.254 -0.689 -0.940 -0.655
C -0.942 -1.781 2.570 -0.737 -1.094 0.579 -0.344
C 0.422 -2.038 2.187 -0.338 -0.574 0.136 -0.033
H -1.828 -1.765 1.947 0.299 0.088 0.180 0.375
C 1.223 -1.975 3.383 -0.117 -1.728 1.045 -1.079
C 0.328 -1.763 4.513 1.212 -0.917 -0.207 -0.284
H 0.616 -1.775 5.571 -0.074 0.331 -0.639 0.438
H -1.865 -1.344 4.574 -0.013 0.152 -0.028 0.417
H 0.755 -2.279 1.186 0.123 0.084 0.126 0.875
H 2.304 -2.025 3.443 -0.238 -0.324 0.018 0.455
Ir 0.362 -0.093 3.066 -0.039 4.789 0.340 1.044
Cl 1.554 1.428 1.755 0.055 -0.710 0.278 -0.316
P 0.097 0.289 -0.216 -0.158 0.613 -3.738 1.069
C 1.199 -0.768 -1.248 0.612 -0.631 0.600 0.288
C 0.733 -1.411 -2.414 -0.077 0.013 0.197 -0.060
H -0.321 -1.335 -2.691 0.431 -0.122 0.066 0.268
C 1.624 -2.103 -3.240 -0.033 0.313 0.349 -0.622
H 1.244 -2.570 -4.154 0.251 0.152 0.382 0.420
C 2.977 -2.165 -2.893 -0.085 0.097 0.104 -0.462
H 3.668 -2.695 -3.542 -0.063 0.059 0.132 0.405
C 3.451 -1.542 -1.731 -0.190 0.166 0.045 -0.703
H 4.513 -1.577 -1.469 -0.439 -0.043 -0.159 0.409
C 2.565 -0.843 -0.905 -0.301 -0.094 -0.235 -0.166
H 2.912 -0.320 -0.010 0.030 -0.249 -0.292 0.419
C -1.525 -0.120 -0.990 -0.594 -0.497 0.564 -0.063
C -2.157 -1.318 -0.590 -0.104 0.387 -0.235 -0.317
H -1.662 -1.968 0.133 -0.277 0.172 -0.364 0.742
C -3.384 -1.684 -1.144 0.297 0.016 -0.062 -1.022
H -3.874 -2.597 -0.797 0.122 0.324 -0.232 0.429
C -3.953 -0.894 -2.152 0.107 0.013 0.118 -0.445
H -4.897 -1.193 -2.599 0.127 0.045 0.090 0.402
C -3.311 0.262 -2.599 0.381 -0.103 0.218 -0.806
H -3.723 0.863 -3.414 0.078 -0.271 0.344 0.439
C -2.107 0.661 -2.007 -0.010 0.044 0.219 0.021
H -1.599 1.561 -2.358 -0.294 -0.272 0.144 0.279
C 0.397 1.890 -1.059 0.109 0.894 0.632 -0.228
C 1.095 2.000 -2.272 -0.104 -0.092 0.167 0.013
H 1.512 1.104 -2.743 -0.134 0.475 0.132 0.228
C 1.231 3.250 -2.891 -0.219 -0.232 0.306 -0.741
H 1.745 3.305 -3.856 -0.194 0.115 0.434 0.427
C 0.693 4.383 -2.276 -0.047 -0.140 0.041 -0.461
H 0.787 5.349 -2.762 0.026 -0.085 0.088 0.403
C 0.020 4.290 -1.049 -0.077 -0.237 -0.020 -0.768
H -0.400 5.176 -0.562 0.229 -0.312 -0.297 0.410
C -0.135 3.046 -0.442 0.245 -0.276 -0.416 -0.100
H -0.659 2.947 0.513 0.151 0.164 -0.313 0.402
O -1.315 0.586 6.651 1.326 0.460 0.044 -0.419
N -0.186 0.846 6.325 0.640 -0.437 3.380 0.855
O 0.834 1.147 6.918 -2.192 -0.439 -0.752 -0.442
O -0.028 1.128 4.344 0.044 0.602 -2.571 -0.397



13
Properties=species:S:1:pos:R:3:forces:R:3:mulliken_charge:R:1 method="wB97M-V/def2-TZVPD" de_lowest_ev=3.9928 spin_multiplicity=1 lumo_ha=-0.0417 homo_energy_ev=-9.26
C 0.466 1.248 0.403 -2.138 -0.776 0.073 -0.295
C 1.428 0.509 -0.121 -0.535 -0.092 1.163 -0.308
C -0.975 0.835 0.419 0.943 2.214 1.738 -0.021
C 1.438 -0.903 -0.505 0.224 0.023 0.080 -0.416
N -1.395 0.008 -0.384 -0.727 -1.623 -1.696 0.122
O 1.496 -3.459 -0.022 0.005 -0.559 -0.295 -0.509
O -2.630 -0.317 -0.594 -0.966 -0.346 -0.171 -0.263
S 1.256 -2.143 0.546 0.089 1.586 -0.548 0.393
Cl -4.050 0.534 0.237 0.986 -0.124 -0.039 -0.115
H 0.590 2.256 0.749 0.468 0.298 -0.066 0.356
H 2.330 1.042 -0.206 1.463 0.249 -0.313 0.382
H -1.720 1.368 1.016 0.205 0.094 0.120 0.356
H 1.765 -0.977 -1.536 -0.017 -0.945 -0.047 0.317



47
Properties=species:S:1:pos:R:3:forces:R:3:mulliken_charge:R:1 method="wB97M-V/def2-TZVPD" de_lowest_ev=0.0114 s2=3.82 spin_multiplicity=4 total_charge=+2 lumo_ha="-0.2306 / -0.3854" homo_energy_ev="-13.87 / -13.92"
C 0.653 -0.137 3.027 -0.166 -0.073 0.162 -0.759
N 1.464 1.073 3.018 -0.088 -0.061 0.395 0.516
C 0.663 2.279 3.217 0.141 0.104 -0.073 -1.026
N 2.472 0.975 4.024 0.303 0.673 -0.942 -0.482
C 3.773 1.027 3.553 -0.275 0.137 -0.364 -0.042
O 4.087 0.900 2.377 -0.098 -0.261 1.062 -0.535
H -0.044 -0.103 2.179 0.170 -0.001 0.223 0.094
H 1.320 -0.998 2.908 -0.198 0.088 0.056 0.274
H 0.071 -0.253 3.962 0.177 -0.047 -0.292 0.363
H -0.072 2.333 2.405 0.133 0.053 0.216 0.217
H 0.125 2.297 4.184 0.121 -0.094 -0.214 0.391
H 1.320 3.156 3.161 -0.212 -0.175 -0.032 0.365
H 2.305 1.555 4.846 -0.010 -0.411 0.096 0.321
H 4.485 1.180 4.393 -0.052 -0.098 -0.477 0.368
O -4.820 -2.129 -1.313 1.795 3.394 -1.576 -0.255
C -4.278 -1.159 -1.662 -1.797 -3.953 1.574 0.413
Cr -3.324 0.489 -1.820 -1.987 -0.594 1.750 -0.288
C -2.389 -0.256 -0.362 1.581 -2.234 3.197 0.594
O -1.934 -0.768 0.585 -1.385 1.765 -3.101 -0.378
C -4.502 1.031 -0.404 -2.840 0.279 4.275 0.394
O -5.158 1.110 0.555 2.354 0.027 -3.693 -0.233
C -4.085 1.410 -3.635 -0.225 0.121 -1.195 -0.696
C -3.309 0.295 -3.981 -0.422 0.182 -0.815 -0.538
C -2.020 0.146 -3.466 1.433 -0.924 -0.134 -0.217
C -1.451 1.122 -2.606 0.526 0.162 0.679 1.116
C -0.284 0.808 -1.784 0.718 -0.138 -0.297 -0.611
C 0.660 0.449 -1.079 -1.633 1.110 -1.236 -0.107
C 1.743 0.116 -0.313 1.046 -0.467 0.299 -0.655
C 2.318 -1.197 -0.399 -0.093 -0.339 0.025 0.541
C 3.468 -1.544 0.359 -1.346 2.593 -0.226 -0.232
C 3.979 -2.833 0.344 0.336 -2.317 -0.478 -0.479
C 3.356 -3.828 -0.423 -0.286 -0.296 -0.340 -0.550
C 2.241 -3.508 -1.209 1.501 -1.847 0.582 -0.454
C 1.740 -2.208 -1.220 -0.335 2.287 0.542 -0.130
C -2.241 2.258 -2.307 1.717 0.895 0.094 -0.319
C -3.526 2.408 -2.826 -0.417 0.425 0.017 -0.469
H -5.112 1.498 -3.992 0.335 -0.037 0.109 0.505
H -3.723 -0.482 -4.625 0.079 0.195 0.274 0.554
H -1.439 -0.756 -3.677 -0.297 0.364 -0.012 0.529
H 2.235 0.842 0.340 -0.296 -0.093 -0.042 0.436
H 3.933 -0.765 0.965 -0.033 -0.070 0.001 0.592
H 4.862 -3.069 0.938 -0.202 0.017 -0.132 0.462
H 3.739 -4.846 -0.409 -0.095 0.273 -0.039 0.416
H 1.754 -4.272 -1.815 0.194 0.118 0.170 0.433
H 0.882 -1.936 -1.838 0.246 -0.197 0.130 0.430
H -1.829 2.996 -1.615 -0.229 -0.206 -0.243 0.578
H -4.108 3.293 -2.566 0.109 -0.327 0.027 0.554



65
Properties=species:S:1:pos:R:3:forces:R:3:mulliken_charge:R:1 method="wB97M-V/def2-TZVPD" de_lowest_ev=0.0000 spin_multiplicity=1 total_charge=-1 lumo_ha=0.0611 homo_energy_ev=-4.16
Na -0.664 -0.289 -0.108 1.042 -0.036 0.124 0.672
C -2.232 0.208 2.580 0.001 -0.007 -0.002 -0.805
C -0.805 0.095 3.037 0.021 -0.014 -0.005 0.617
C -0.501 -0.081 4.409 0.016 0.000 0.007 -0.804
C 0.801 -0.209 4.782 -0.019 -0.005 0.001 -0.887
C 1.829 -0.140 3.815 -0.003 0.004 -0.023 1.225
C 3.190 -0.266 4.172 0.015 -0.007 -0.004 -0.884
C 4.139 -0.180 3.192 -0.005 0.002 0.019 -0.528
C 3.775 0.044 1.855 -0.028 -0.005 0.014 -0.481
C 2.458 0.183 1.440 0.063 -0.028 -0.007 1.095
S 2.106 0.481 -0.235 -0.044 0.034 0.020 -0.489
C 1.447 0.064 2.464 0.041 -0.008 0.041 -1.455
N 0.131 0.150 2.119 -0.069 0.039 0.048 0.168
H -2.903 0.398 3.419 -0.002 -0.004 -0.001 0.477
H -2.552 -0.713 2.086 0.002 0.002 -0.001 0.173
H -2.327 1.031 1.867 -0.008 0.005 0.003 -0.171
H -1.304 -0.120 5.134 0.001 0.004 0.001 0.432
H 1.072 -0.358 5.822 -0.004 0.004 0.002 0.369
H 3.454 -0.426 5.211 0.002 0.001 -0.001 0.329
H 5.190 -0.275 3.441 -0.002 -0.002 0.006 0.351
H 4.547 0.125 1.101 -0.004 -0.002 -0.005 0.393
C -3.123 3.560 -2.495 -0.004 -0.007 0.006 -1.059
N -1.743 3.228 -2.237 0.010 -0.004 0.010 0.277
C -0.848 2.772 -3.192 -0.012 0.039 -0.006 -0.362
C 0.278 2.420 -2.545 0.052 0.008 -0.005 -0.549
N 0.065 2.670 -1.207 -0.178 -0.037 0.054 0.071
C -1.189 3.132 -0.999 0.123 -0.028 -0.031 0.093
S -1.886 3.505 0.488 -0.137 0.061 0.038 -0.442
H -3.189 4.180 -3.389 0.002 0.003 -0.003 0.365
H -3.506 4.108 -1.637 0.001 0.001 -0.002 0.354
H -3.707 2.648 -2.632 0.001 -0.003 0.004 0.307
H -1.101 2.741 -4.236 -0.005 -0.009 0.003 0.439
H 1.207 2.016 -2.904 0.001 -0.021 0.023 0.435
H 0.678 2.313 -0.467 0.051 0.032 -0.096 0.132
O -2.536 -1.602 -0.309 -0.225 -0.101 -0.032 -0.728
C -2.978 -0.544 -0.811 -0.352 0.075 -0.097 0.369
O -2.309 0.321 -1.425 -0.291 0.128 -0.138 -0.696
C -4.452 -0.242 -0.601 0.009 -0.028 0.002 0.090
C -4.860 1.067 -0.360 0.018 -0.008 -0.021 0.042
C -6.197 1.353 -0.142 -0.027 -0.013 0.003 -0.534
C -7.113 0.314 -0.193 0.066 0.003 -0.058 -0.024
C -6.733 -0.999 -0.423 -0.006 0.012 -0.009 -0.542
C -5.389 -1.270 -0.609 -0.004 -0.013 0.003 -0.283
N -8.536 0.610 0.012 -0.057 -0.018 0.209 0.999
O -9.328 -0.313 -0.051 0.005 0.009 -0.068 -0.634
O -8.853 1.759 0.257 0.006 0.006 -0.076 -0.622
H -4.111 1.849 -0.319 -0.007 0.007 0.005 0.264
H -6.535 2.357 0.064 0.002 0.002 -0.002 0.495
H -7.482 -1.776 -0.444 -0.001 -0.001 0.001 0.475
H -5.044 -2.285 -0.757 0.000 0.001 0.001 0.457
N -1.039 -7.378 -0.210 -0.013 0.027 0.037 -0.370
C 0.097 -6.858 0.288 -0.007 -0.071 -0.017 -0.020
S 1.248 -7.790 1.005 0.015 -0.004 0.000 -0.368
C 0.222 -5.386 0.114 -0.007 0.061 0.004 1.033
C 0.841 -4.606 1.080 -0.012 -0.012 -0.013 -0.735
C 0.875 -3.231 0.901 0.091 0.040 -0.015 -0.355
N 0.355 -2.618 -0.158 -0.125 -0.068 0.028 0.047
C -0.210 -3.370 -1.095 -0.017 -0.044 0.019 -0.506
C -0.303 -4.750 -1.007 0.024 0.008 0.002 -0.708
H -1.207 -8.361 -0.082 0.004 -0.003 -0.006 0.216
H -1.804 -6.779 -0.472 0.007 -0.002 -0.010 0.219
H 1.272 -5.066 1.958 0.002 0.001 0.002 0.371
H 1.343 -2.588 1.639 -0.011 -0.006 0.006 0.298
H -0.630 -2.845 -1.944 -0.011 0.001 0.010 0.424
H -0.759 -5.309 -1.814 0.002 -0.003 0.002 0.469



60
Properties=species:S:1:pos:R:3:forces:R:3:mulliken_charge:R:1 method="wB97M-V/def2-TZVPD" de_lowest_ev=0.5513 spin_multiplicity=1 lumo_ha=0.0231 smiles="O=C(NCCO)C(=O)NC[C@H](c1ccc2c(c1)OCO2)N1CCN(c2ccc(F)cc2)CC1" homo_energy_ev=-7.53
O 2.742 3.744 -0.930 0.128 -0.027 0.060 -0.731
C 1.526 3.802 -0.829 -0.058 0.357 -0.028 0.484
N 0.803 4.915 -0.666 -0.351 -0.059 0.002 -0.062
C 1.405 6.200 -0.419 0.291 0.028 0.379 -0.779
C 1.618 6.434 1.085 -0.085 0.299 -0.332 -0.348
O 2.293 5.368 1.695 0.277 -0.314 0.091 -0.501
C 0.649 2.554 -0.907 -0.061 -0.279 -0.071 0.536
O -0.561 2.608 -0.755 -0.041 0.056 0.046 -0.751
N 1.360 1.450 -1.159 0.460 0.123 -0.113 0.052
C 0.774 0.138 -1.170 -0.307 -0.149 0.241 -1.713
C 0.978 -0.618 0.176 -0.051 0.143 -0.062 0.537
C 2.071 -1.669 0.108 -0.049 -0.119 0.171 0.178
C 1.992 -2.793 0.918 -0.021 0.109 -0.039 -0.453
C 2.976 -3.778 0.923 0.409 -0.114 -0.176 -1.226
C 4.053 -3.590 0.093 -0.098 0.530 -0.255 0.927
C 4.154 -2.453 -0.707 -0.099 -0.401 0.352 0.590
C 3.185 -1.481 -0.716 0.249 -0.217 -0.037 -1.205
O 5.322 -2.501 -1.421 -0.364 0.350 0.003 -0.516
C 5.956 -3.705 -1.044 1.121 -0.422 -0.432 -0.289
O 5.154 -4.383 -0.101 -0.379 -0.086 0.282 -0.489
N -0.245 -1.186 0.707 -0.037 0.027 0.117 0.159
C -1.157 -0.210 1.278 -0.194 -0.061 0.207 0.071
C -2.265 -0.964 2.021 0.112 0.291 -0.015 -1.676
N -2.971 -1.890 1.163 0.195 -0.202 0.424 0.110
C -4.066 -1.474 0.418 -0.461 0.134 -0.167 0.710
C -4.848 -2.427 -0.249 0.128 0.083 0.013 -0.184
C -5.981 -2.068 -0.949 -0.128 0.247 -0.112 -0.703
C -6.359 -0.738 -0.984 0.090 0.059 0.081 0.344
F -7.470 -0.380 -1.671 0.076 -0.030 0.049 -0.343
C -5.624 0.228 -0.327 -0.357 -0.162 -0.242 -0.885
C -4.485 -0.139 0.365 0.220 -0.181 0.071 -0.230
C -2.032 -2.833 0.592 0.224 0.015 -0.405 -1.374
C -0.945 -2.085 -0.191 -0.120 -0.295 0.106 -0.491
H -0.187 4.777 -0.506 0.116 -0.096 -0.075 0.256
H 0.778 6.989 -0.839 0.077 -0.021 -0.026 0.378
H 2.376 6.196 -0.926 -0.140 0.124 0.010 0.342
H 2.165 7.379 1.221 -0.154 -0.044 -0.029 0.289
H 0.656 6.509 1.600 0.045 0.080 -0.069 0.313
H 3.040 5.109 1.140 -0.051 -0.024 0.045 0.333
H 2.365 1.570 -1.202 -0.126 0.127 -0.003 0.271
H 1.164 -0.442 -2.008 -0.062 0.076 0.008 0.531
H -0.296 0.302 -1.325 0.109 -0.123 -0.033 0.526
H 1.303 0.130 0.914 -0.094 -0.021 -0.134 0.438
H 1.138 -2.897 1.566 -0.103 -0.006 0.043 0.523
H 2.901 -4.648 1.553 -0.018 -0.131 0.095 0.440
H 3.310 -0.609 -1.336 0.003 0.136 -0.156 0.410
H 6.939 -3.480 -0.599 -0.271 -0.006 -0.044 0.249
H 6.098 -4.340 -1.933 -0.118 0.152 0.198 0.255
H -1.597 0.450 0.514 0.048 0.025 0.023 0.160
H -0.604 0.410 1.987 -0.011 0.049 -0.028 0.514
H -1.801 -1.560 2.815 -0.009 0.102 0.009 0.415
H -2.968 -0.272 2.483 0.012 -0.021 0.024 0.582
H -4.581 -3.470 -0.202 0.020 -0.088 0.037 0.423
H -6.577 -2.809 -1.458 -0.076 -0.063 -0.050 0.420
H -5.934 1.260 -0.368 -0.050 0.096 -0.018 0.418
H -3.919 0.637 0.852 0.092 0.047 0.042 0.237
H -1.570 -3.393 1.411 0.014 -0.045 -0.076 0.276
H -2.538 -3.532 -0.070 0.010 -0.016 0.066 0.428
H -1.436 -1.552 -1.024 0.049 -0.021 -0.009 0.230
H -0.226 -2.794 -0.607 -0.036 -0.018 -0.058 0.595



10
Properties=species:S:1:pos:R:3:forces:R:3:mulliken_charge:R:1 method="wB97M-V/def2-TZVPD" de_lowest_ev=2.1030 spin_multiplicity=1 lumo_ha=0.0325 smiles=ClC[C@@H]1O[C@H]1Cl homo_energy_ev=-10.07
Cl -2.303 0.024 -0.363 -0.738 0.749 0.452 -0.159
C -0.617 -0.359 -0.401 2.151 -3.419 -1.499 -0.543
C 0.406 0.712 -0.327 -1.265 3.070 1.871 0.072
O 1.621 0.352 0.280 0.717 -0.511 0.104 -0.354
C 0.808 1.043 1.161 -2.443 0.431 -1.957 0.007
Cl 1.236 2.740 1.540 -0.070 -1.112 0.025 -0.191
H -0.307 -1.099 0.441 -0.944 0.913 -1.625 0.290
H -0.495 -0.849 -1.453 -0.004 0.316 2.017 0.279
H 0.306 1.553 -1.110 0.846 -1.304 1.401 0.315
H 0.135 0.503 1.919 1.750 0.866 -0.788 0.284